{"formula": "C29H55ClIN4O11S5", "method": "ωB97M-V with the def2-TZVPD basis set", "symbols": ["C", "C", "C", "C", "C", "N", "C", "C", "C", "C", "I", "N", "C", "N", "S", "C", "C", "O", "Cl", "N", "C", "O", "O", "H", "H", "H", "H", "H", "H", "H", "H", "H", "H", "H", "H", "H", "H", "H", "H", "H", "H", "H", "H", "H", "H", "H", "C", "C", "C", "S", "O", "O", "C", "H", "H", "H", "H", "H", "H", "H", "H", "C", "C", "C", "S", "O", "O", "C", "H", "H", "H", "H", "H", "H", "H", "H", "C", "C", "C", "S", "O", "O", "C", "H", "H", "H", "H", "H", "H", "H", "H", "C", "C", "C", "S", "O", "O", "C", "H", "H", "H", "H", "H", "H", "H", "H"], "positions_angstrom": [[2.81, -4.22, 3.09], [2.60, -3.83, 1.56], [3.97, -3.28, 1.06], [1.42, -2.79, 1.53], [1.39, -1.82, 0.29], [1.38, -0.41, 0.75], [0.30, 0.07, 1.42], [-1.00, -0.64, 1.80], [-2.28, 0.06, 1.20], [-2.78, 1.25, 2.12], [-3.82, 0.37, 3.82], [0.48, 1.42, 1.75], [1.72, 1.66, 1.20], [2.25, 2.89, 1.27], [1.28, 4.11, 2.07], [3.54, 3.34, 0.76], [4.65, 2.96, 1.82], [5.80, 3.00, 1.59], [4.18, 2.37, 3.48], [2.31, 0.57, 0.61], [3.55, 0.33, -0.10], [3.34, 0.33, -1.54], [2.21, 1.07, -1.86], [3.55, -3.46, 3.48], [1.88, -4.09, 3.70], [3.29, -5.21, 3.22], [2.30, -4.79, 1.07], [3.96, -3.05, -0.04], [4.78, -4.05, 1.18], [4.21, -2.33, 1.59], [0.47, -3.39, 1.49], [1.37, -2.24, 2.51], [0.42, -1.97, -0.26], [2.19, -2.00, -0.46], [-1.10, -0.79, 2.90], [-0.96, -1.66, 1.34], [-3.14, -0.66, 1.13], [-2.12, 0.43, 0.16], [-3.52, 1.84, 1.55], [-1.90, 1.85, 2.46], [1.82, 4.17, 3.34], [3.80, 2.97, -0.26], [3.56, 4.47, 0.73], [4.40, 0.97, 0.20], [3.85, -0.73, 0.13], [1.71, 0.54, -2.51], [5.36, -0.75, -5.30], [4.92, -0.90, -6.76], [4.00, -2.12, -6.84], [3.24, -2.28, -5.23], [3.71, -3.51, -4.62], [1.84, -1.96, -5.32], [4.10, -0.91, -4.47], [5.84, 0.22, -5.12], [6.08, -1.53, -5.06], [4.36, 0.00, -7.07], [5.77, -1.00, -7.44], [3.23, -2.00, -7.59], [4.57, -3.03, -7.04], [4.30, -1.14, -3.42], [3.45, -0.04, -4.55], [4.43, 8.86, -1.37], [5.00, 7.92, -2.44], [5.06, 6.51, -1.82], [3.76, 6.45, -0.59], [4.36, 6.31, 0.71], [2.71, 5.57, -1.05], [3.22, 8.14, -0.79], [4.15, 9.83, -1.79], [5.17, 9.03, -0.59], [4.33, 7.91, -3.31], [5.98, 8.24, -2.78], [4.88, 5.74, -2.57], [6.01, 6.34, -1.32], [2.90, 8.54, 0.18], [2.38, 8.14, -1.49], [-8.59, -0.65, -0.43], [-8.74, 0.00, 0.95], [-7.40, -0.14, 1.67], [-6.14, -0.19, 0.40], [-5.52, -1.50, 0.41], [-5.37, 1.03, 0.43], [-7.27, -0.12, -0.99], [-9.43, -0.41, -1.08], [-8.54, -1.73, -0.32], [-8.98, 1.06, 0.83], [-9.54, -0.46, 1.53], [-7.20, 0.71, 2.33], [-7.34, -1.07, 2.24], [-6.88, -0.72, -1.81], [-7.36, 0.92, -1.29], [-5.55, -5.74, 3.90], [-4.65, -4.80, 3.09], [-5.34, -4.55, 1.75], [-7.10, -4.73, 2.05], [-7.58, -5.87, 1.32], [-7.73, -3.43, 1.95], [-6.96, -5.17, 3.77], [-5.24, -5.80, 4.95], [-5.52, -6.75, 3.48], [-4.53, -3.86, 3.63], [-3.66, -5.23, 2.95], [-5.14, -3.55, 1.37], [-5.05, -5.30, 1.00], [-7.74, -5.88, 4.03], [-7.08, -4.26, 4.36]], "e_tot_ev": -134235.835, "lumo_energy_ev": -2.22, "spin_multiplicity": 1, "charge": 1, "homo_ev": -11.2, "homo_lumo_gap_ha": 0.330}



{"formula": "C3H11N3OS", "method": "ωB97M-V with the def2-TZVPD basis set", "symbols": ["C", "C", "C", "N", "N", "N", "O", "S", "H", "H", "H", "H", "H", "H", "H", "H", "H", "H", "H"], "positions_angstrom": [[1.73, -2.12, -0.51], [-1.54, 1.63, -0.62], [-1.98, -0.55, 0.54], [1.67, -1.07, 0.47], [1.81, 1.42, 0.97], [-1.48, 0.81, 0.52], [1.18, 0.61, -1.45], [1.01, 0.30, 0.02], [2.62, -2.59, -0.29], [1.73, -1.65, -1.46], [0.98, -2.80, -0.33], [-1.17, 1.15, -1.59], [-2.57, 1.91, -0.75], [-0.78, 2.38, -0.42], [-2.11, -0.92, -0.43], [-1.21, -1.07, 1.13], [-2.99, -0.53, 1.13], [1.08, 2.11, 1.21], [2.02, 0.99, 1.85]], "e_tot_ev": -20637.283, "lumo_energy_ev": [-1.11, -0.02], "spin_multiplicity": 1, "charge": 0, "de_lowest_kj_mol": 540.9, "homo_ev": [-8.8, -8.6], "homo_lumo_gap_ha": [0.281, 0.314]}



{"formula": "C12H16N2O", "method": "ωB97M-V with the def2-TZVPD basis set", "symbols": ["C", "N", "C", "C", "C", "C", "C", "C", "C", "C", "N", "C", "C", "C", "O", "H", "H", "H", "H", "H", "H", "H", "H", "H", "H", "H", "H", "H", "H", "H", "H"], "positions_angstrom": [[1.39, -2.91, -0.46], [1.32, -1.51, -1.07], [0.83, -1.47, -2.49], [0.72, -0.08, -3.12], [0.19, 0.98, -2.08], [1.09, 0.89, -0.84], [0.92, -0.47, -0.11], [-0.46, -0.59, 0.30], [-0.98, -1.12, 1.53], [-2.39, -0.86, 1.56], [-2.72, -0.11, 0.42], [-3.98, 0.68, 0.40], [-1.56, -0.02, -0.37], [-1.17, 0.60, -1.60], [-2.12, 1.08, -2.17], [2.12, -3.61, -0.96], [0.35, -3.36, -0.49], [1.72, -2.75, 0.59], [-0.16, -1.75, -2.51], [1.62, -2.08, -3.03], [0.05, -0.09, -3.97], [1.72, 0.24, -3.42], [0.24, 1.99, -2.42], [2.15, 0.94, -1.10], [0.93, 1.80, -0.16], [1.41, -0.53, 0.85], [-0.44, -1.45, 2.43], [-3.16, -0.96, 2.27], [-3.75, 1.70, 0.26], [-4.60, 0.61, 1.29], [-4.55, 0.31, -0.45]], "e_tot_ev": -17729.006, "lumo_energy_ev": 0.81, "spin_multiplicity": 1, "smiles": "CN1CC[C@@H]2C[C@H]1c1ccn(C)c1C2=O", "charge": 0, "de_lowest_kj_mol": 301.0, "homo_ev": -8.0, "homo_lumo_gap_ha": 0.322}



{"formula": "C4H12", "method": "ωB97M-V with the def2-TZVPD basis set", "symbols": ["C", "C", "H", "H", "H", "H", "H", "H", "C", "C", "H", "H", "H", "H", "H", "H"], "positions_angstrom": [[0.63, 2.09, 1.34], [-0.70, 2.02, 0.68], [1.32, 1.75, 0.43], [0.79, 3.15, 1.47], [0.78, 1.40, 2.17], [-0.85, 0.99, 0.10], [-0.84, 2.71, -0.13], [-1.48, 1.97, 1.30], [-0.59, -1.71, -1.33], [0.66, -2.35, -0.59], [-0.98, -2.36, -2.12], [-1.48, -1.42, -0.72], [-0.13, -0.89, -1.73], [1.32, -1.66, -0.06], [0.14, -3.09, 0.05], [1.39, -2.83, -1.32]], "e_tot_ev": -4341.179, "lumo_energy_ev": 1.09, "spin_multiplicity": 1, "smiles": "CC.CC", "charge": 0, "de_lowest_kj_mol": 130.2, "homo_ev": -11.1, "homo_lumo_gap_ha": 0.447}



{"formula": "C13H23MnO4P", "method": "ωB97M-V with the def2-TZVPD basis set", "symbols": ["Mn", "C", "O", "C", "O", "C", "O", "C", "O", "H", "H", "C", "C", "C", "P", "C", "C", "C", "C", "C", "C", "H", "H", "H", "H", "H", "H", "H", "H", "H", "H", "H", "H", "H", "H", "H", "H", "H", "H", "H", "H", "H"], "positions_angstrom": [[-1.77, -0.61, -1.67], [-1.13, -1.89, -2.81], [-0.75, -2.72, -3.52], [-3.44, -0.45, -2.41], [-4.49, -0.35, -2.90], [-1.41, 0.97, -2.68], [-1.22, 1.89, -3.37], [-2.63, -1.80, -0.51], [-3.16, -2.59, 0.18], [-2.33, 1.08, -0.09], [-3.06, 0.98, -0.33], [2.01, -1.18, -1.72], [1.61, -1.05, -0.25], [2.79, -0.49, 0.54], [-0.10, -0.24, -0.06], [-0.65, -0.87, 1.66], [0.43, -0.99, 2.74], [-1.83, -0.07, 2.21], [0.34, 1.63, 0.06], [0.86, 2.15, 1.40], [1.25, 2.11, -1.09], [2.22, -0.18, -2.13], [1.26, -1.65, -2.36], [2.94, -1.77, -1.80], [1.38, -2.04, 0.20], [3.16, 0.48, 0.15], [2.57, -0.38, 1.59], [3.64, -1.20, 0.45], [-1.04, -1.85, 1.36], [0.77, 0.04, 2.96], [0.01, -1.38, 3.68], [1.27, -1.65, 2.47], [-2.68, -0.15, 1.54], [-2.14, -0.49, 3.19], [-1.53, 0.98, 2.38], [-0.65, 2.06, -0.16], [1.84, 1.71, 1.63], [1.01, 3.25, 1.37], [0.21, 1.94, 2.26], [0.89, 1.73, -2.04], [1.23, 3.21, -1.14], [2.31, 1.82, -0.99]], "e_tot_ev": -62629.991, "lumo_energy_ev": [-8.44, -11.16], "spin_multiplicity": 6, "charge": 2, "homo_ev": [-15.6, -16.9], "homo_lumo_gap_ha": [0.263, 0.213]}



{"formula": "C5H12N", "method": "ωB97M-V with the def2-TZVPD basis set", "symbols": ["C", "C", "C", "C", "C", "N", "H", "H", "H", "H", "H", "H", "H", "H", "H", "H", "H", "H"], "positions_angstrom": [[-0.98, 1.60, -0.48], [0.08, 0.92, -0.07], [1.24, 1.67, 0.59], [0.27, -0.80, -0.07], [-0.60, -1.25, 1.08], [-0.09, -1.48, -1.41], [-1.81, 1.05, -0.85], [-1.14, 2.63, -0.46], [1.06, 2.78, 0.29], [2.22, 1.15, 0.27], [1.32, 1.43, 1.66], [1.26, -0.89, 0.27], [-0.46, -0.57, 1.92], [-0.20, -2.22, 1.54], [-1.59, -1.19, 0.80], [-1.08, -1.27, -1.61], [-0.07, -2.52, -1.32], [0.55, -1.05, -2.15]], "e_tot_ev": -6861.090, "lumo_energy_ev": -3.77, "spin_multiplicity": 1, "smiles": "C=C(C)[C@@H](C)[NH3+]", "charge": 1, "de_lowest_kj_mol": 238.2, "homo_ev": -13.7, "homo_lumo_gap_ha": 0.365}



{"formula": "C5H10O", "method": "ωB97M-V with the def2-TZVPD basis set", "symbols": ["C", "C", "C", "C", "O", "C", "H", "H", "H", "H", "H", "H", "H", "H", "H", "H"], "positions_angstrom": [[1.78, 0.30, 0.09], [0.31, 0.70, -0.04], [-0.46, 0.01, -1.18], [-1.87, -0.04, -0.61], [-1.67, 0.05, 0.85], [-0.49, 0.44, 1.23], [2.36, 0.64, -0.77], [2.21, 0.74, 1.00], [1.88, -0.79, 0.17], [0.25, 1.79, -0.15], [-0.42, 0.55, -2.12], [-0.07, -1.00, -1.34], [-2.42, -0.97, -0.79], [-2.49, 0.81, -0.90], [0.48, -1.47, 2.35], [0.79, -2.15, 2.35]], "e_tot_ev": -7391.316, "lumo_energy_ev": 0.98, "spin_multiplicity": 1, "charge": 0, "de_lowest_kj_mol": 332.8, "homo_ev": -8.4, "homo_lumo_gap_ha": 0.346}



{"formula": "C10H18O3", "method": "ωB97M-V with the def2-TZVPD basis set", "symbols": ["C", "C", "C", "C", "C", "C", "C", "C", "C", "C", "H", "H", "H", "H", "H", "H", "H", "H", "H", "H", "H", "H", "H", "H", "H", "H", "H", "H", "O", "O", "O"], "positions_angstrom": [[4.09, -0.07, -0.33], [2.98, 1.08, -0.29], [2.07, 0.47, 0.74], [1.42, -0.99, 0.55], [0.46, -0.91, -0.69], [-0.75, 0.01, -0.65], [-1.84, -0.31, 0.50], [-2.91, -1.30, 0.41], [-3.18, 1.51, -0.33], [-2.67, 0.80, 0.88], [5.35, 0.29, -0.67], [4.18, -0.87, 0.85], [3.49, -0.83, -1.14], [3.07, 2.03, 0.01], [2.31, 1.01, -1.21], [1.19, 1.17, 1.06], [2.86, 0.18, 1.49], [0.96, -1.28, 1.53], [2.31, -1.78, 0.20], [0.89, -0.55, -1.62], [0.06, -1.93, -1.08], [-0.35, 1.14, -0.69], [-1.32, -0.05, -1.64], [-3.21, -1.60, 1.42], [-2.61, -2.09, -0.23], [-2.45, 2.13, -0.87], [-4.02, 2.03, 0.00], [-3.34, 0.53, 1.60], [-3.95, -0.73, -0.18], [-3.66, 0.34, -1.12], [-1.44, 0.56, 1.51]], "e_tot_ev": -16792.561, "lumo_energy_ev": 0.89, "spin_multiplicity": 1, "charge": 0, "de_lowest_kj_mol": 1109.5, "homo_ev": -9.7, "homo_lumo_gap_ha": 0.388}



{"formula": "C17H23IN3O", "method": "ωB97M-V with the def2-TZVPD basis set", "symbols": ["H", "N", "C", "C", "N", "C", "C", "C", "C", "C", "C", "C", "C", "C", "C", "C", "N", "C", "C", "C", "O", "I", "C", "H", "H", "H", "H", "H", "H", "H", "H", "H", "H", "H", "H", "H", "H", "H", "H", "H", "H", "H", "H", "H", "H"], "positions_angstrom": [[-4.12, 2.13, 1.30], [-3.11, 2.14, 1.44], [-2.56, 2.34, 0.32], [-1.05, 2.44, 0.14], [-0.35, 1.13, -0.20], [-0.54, 0.74, -1.62], [-1.35, 1.43, -2.49], [-1.53, 1.02, -3.79], [-0.91, -0.10, -4.28], [-0.06, -0.78, -3.43], [0.12, -0.37, -2.14], [-0.88, 0.10, 0.75], [0.05, -1.11, 0.98], [-0.58, -1.91, 2.16], [-0.59, -3.42, 1.91], [-1.08, -4.00, 0.83], [1.46, -0.76, 1.24], [1.74, 0.68, 1.21], [3.28, 0.84, 1.06], [4.06, -0.13, 1.95], [4.12, -0.09, 3.14], [5.15, -1.73, 0.94], [1.13, 1.41, 0.02], [-3.19, 2.49, -0.57], [-0.76, 3.20, -0.58], [-0.65, 2.76, 1.11], [-1.89, 2.32, -2.19], [-2.20, 1.59, -4.43], [-1.09, -0.43, -5.30], [0.43, -1.66, -3.82], [0.81, -0.96, -1.54], [-1.80, -0.30, 0.31], [-1.09, 0.53, 1.73], [0.01, -1.79, 0.12], [-0.08, -1.71, 3.11], [-1.63, -1.60, 2.25], [-0.13, -4.06, 2.67], [-0.76, -5.00, 0.57], [-1.76, -3.48, 0.14], [1.67, -1.15, 2.15], [1.51, 1.13, 2.19], [3.63, 1.86, 1.27], [3.54, 0.60, 0.02], [1.28, 2.48, 0.21], [1.72, 1.18, -0.87]], "e_tot_ev": -32611.852, "lumo_energy_ev": -2.74, "spin_multiplicity": 1, "smiles": "[H]/N=C/C[N@+]1(c2ccccc2)C[C@H](CC=C)N[C@@H](CC(=O)I)C1", "charge": 1, "homo_ev": -11.9, "homo_lumo_gap_ha": 0.338}